1.
Formula: C8H16S5V
Source: OMol25
Level of theory: the ωB97M-V functional and the def2-TZVPD basis

```
30
Properties=species:S:1:pos:R:3:forces:R:3
V 0.000 0.000 -0.727 0.0 0.0 0.6
C -1.631 -2.637 -0.379 0.0 0.1 0.1
C -2.529 -1.463 0.089 0.2 0.0 -0.1
S -2.323 0.028 -0.971 -0.8 0.0 -0.2
C -2.525 1.501 0.120 0.2 0.0 -0.1
C -1.433 2.611 -0.027 0.0 -0.1 0.0
S -0.009 2.246 -1.150 0.0 0.9 -0.4
C 1.631 2.637 -0.379 0.0 -0.1 0.1
C 2.529 1.463 0.089 -0.2 0.0 -0.1
S 2.323 -0.028 -0.971 0.8 0.0 -0.2
C 2.525 -1.501 0.120 -0.2 0.0 -0.1
C 1.433 -2.611 -0.027 0.0 0.1 0.0
S 0.009 -2.247 -1.150 0.0 -0.9 -0.4
H -2.122 -3.198 -1.170 -0.1 0.0 0.0
H -1.461 -3.319 0.453 0.0 0.0 0.0
H -2.266 -1.148 1.091 0.0 0.0 0.1
H -3.568 -1.783 0.046 0.0 0.0 0.0
H -2.500 1.109 1.130 0.0 0.0 0.1
H -3.501 1.928 -0.092 0.0 0.0 0.0
H -1.008 2.820 0.951 0.0 0.0 0.1
H -1.880 3.516 -0.430 0.0 0.0 0.0
H 1.461 3.319 0.453 0.0 0.0 0.0
H 2.122 3.198 -1.170 0.1 0.0 0.0
H 2.265 1.148 1.091 0.0 0.0 0.1
H 3.568 1.783 0.046 0.0 0.0 0.0
H 2.500 -1.109 1.130 0.0 0.0 0.1
H 3.501 -1.928 -0.092 0.0 0.0 0.0
H 1.008 -2.820 0.951 0.0 0.0 0.1
H 1.880 -3.516 -0.430 0.0 0.0 0.0
S 0.000 0.000 1.404 0.0 0.0 0.1
```
Forces are in eV/Å.

Properties
- 2S+1 = 3
- net charge = +1
- HOMO level (spin up / spin down) (eV) = -10.158 / -11.406
- HOMO-LUMO gap (spin up / spin down) (eV) = 6.5 / 8.1
- E_tot (eV) = -88413.0033

Per-atom Mulliken charges, elementary charge units:
1 V -0.1884
2 C -0.6165
3 C -0.5981
4 S -0.0640
5 C -0.6059
6 C -0.6410
7 S -0.0532
8 C -0.6167
9 C -0.5980
10 S -0.0640
11 C -0.6061
12 C -0.6411
13 S -0.0533
14 H 0.4398
15 H 0.3754
16 H 0.3603
17 H 0.5236
18 H 0.3391
19 H 0.5217
20 H 0.3816
21 H 0.5031
22 H 0.3756
23 H 0.4397
24 H 0.3603
25 H 0.5236
26 H 0.3391
27 H 0.5216
28 H 0.3816
29 H 0.5032
30 S -0.5429

=====

2.
Formula: C3H13NO4
Source: OMol25
Level of theory: the ωB97M-V functional and the def2-TZVPD basis

```
21
Properties=species:S:1:pos:R:3:forces:R:3
C -1.750 -0.210 -0.353 -0.7 -0.3 1.3
C -1.293 1.043 0.451 -0.3 -0.7 0.2
C -0.042 0.812 1.284 1.1 1.3 1.0
O 1.059 1.245 0.912 -1.5 -0.8 0.2
N -2.527 0.212 -1.516 -1.0 0.1 0.9
H -0.846 -0.762 -0.614 -0.9 -0.2 0.1
H -2.387 -0.867 0.320 0.9 0.7 -0.9
H -1.021 1.821 -0.255 0.0 0.2 -0.2
H -2.116 1.424 1.099 0.5 -0.3 -0.3
H -0.146 0.431 2.324 -0.1 0.4 -0.7
H -1.906 0.489 -2.224 0.8 0.4 -1.2
H -3.132 -0.503 -1.885 0.1 -0.3 0.1
H 0.556 0.478 -1.264 -0.1 0.8 -0.5
H 0.808 -0.557 -0.981 0.6 -1.7 0.5
O 1.131 -1.482 -0.635 0.5 0.4 -1.4
H 2.267 0.503 -0.466 1.2 0.4 -0.5
H 3.003 -0.395 -1.405 0.1 0.3 0.1
O 3.022 0.533 -1.116 -0.7 -0.5 0.5
H 0.684 -1.596 0.271 -0.5 0.3 0.7
H -0.005 -2.300 2.004 0.0 0.1 0.1
O -0.156 -1.486 1.513 0.0 -0.8 0.0
```
Forces are in eV/Å.

Properties
- 2S+1 = 2
- net charge = -1
- HOMO level (spin up / spin down) (eV) = -4.371 / -4.364
- HOMO-LUMO gap (spin up / spin down) (eV) = 8.4 / 7.0
- E_tot (eV) = -12998.6515

Per-atom Mulliken charges, elementary charge units:
1 C -0.1941
2 C -0.6466
3 C 0.2361
4 O -0.6217
5 N -0.7013
6 H 0.1744
7 H 0.3502
8 H 0.3649
9 H 0.2644
10 H 0.2697
11 H 0.2352
12 H 0.2042
13 H 0.4085
14 H -0.3724
15 O -0.8311
16 H 0.4806
17 H 0.3295
18 O -0.6805
19 H 0.5341
20 H 0.0861
21 O -0.8904

=====

What are the energy above the lowest of the compared OMol25 structures with the same formula, charge and spin values for these records? In order: 147.2; 281.8 kJ/mol.